Density functional theory data (wB97M-V/def2-TZVPD) for a 2-piece molecular cluster, C6H15N3 overall in a non-equilibrium geometry.

Summary:
- E: -401.8284 hartree
- SMILES: C[C@H]1C[C@@H]1N.C/N=C/N
- HOMO energy: -8.267 eV
- Frontier orbital gap: 9.25 eV
- Multiplicity: 1

Bonds (Å) are listed after each position.
Element x y z (Å)
1 C -0.823 -0.975 -0.755  C2 1.553, C3 1.498, N5 1.433, H6 1.082
2 C -1.633 -0.147 0.280  C1 1.553, C3 1.503, C4 1.494, H7 1.087
3 C -2.302 -0.786 -0.905  C1 1.498, C2 1.503, H10 1.084, H11 1.081
4 C -1.478 1.336 0.367  C2 1.494, H12 1.086, H13 1.085, H14 1.118
5 N -0.299 -2.278 -0.470  C1 1.433, H8 1.033, H9 1.014
6 H -0.199 -0.427 -1.449  C1 1.082
7 H -1.785 -0.642 1.235  C2 1.087
8 H -0.976 -2.829 0.083  N5 1.033
9 H 0.547 -2.209 0.085  N5 1.014
10 H -2.944 -1.641 -0.729  C3 1.084
11 H -2.660 -0.140 -1.694  C3 1.081
12 H -2.285 1.780 0.941  C4 1.086
13 H -1.464 1.786 -0.621  C4 1.085
14 H -0.482 1.575 0.816  C4 1.118
15 C 2.036 1.668 -0.915  N18 1.434, H22 1.089, H23 1.103, H24 1.093
16 N 1.426 -0.611 1.820  C17 1.369, H19 1.007, H20 1.010
17 C 1.834 -0.062 0.634  N16 1.369, N18 1.268, H21 1.101
18 N 1.586 1.147 0.343  C15 1.434, C17 1.268
19 H 2.003 -1.339 2.208  N16 1.007
20 H 1.082 0.060 2.492  N16 1.010
21 H 2.381 -0.753 -0.025  C17 1.101
22 H 2.732 2.484 -0.726  C15 1.089
23 H 2.525 0.922 -1.564  C15 1.103
24 H 1.180 2.082 -1.453  C15 1.093

natural (NBO) atomic charge list, values in e, 4 entries: -0.057 -0.244 -0.431 -0.629